Arrangement w

2 unconnected molecules or ions with the total composition C3H11O, computed with wB97M-V/def2-TZVPD.

Geometry as ORCA input:
```
! wB97M-V def2-TZVPD RIJCOSX def2/J DEFGRID3
* xyz 1 1
O -1.38 -0.08 -1.54
C -0.03 1.11 0.80
C 1.29 -0.93 0.14
C 0.14 -0.43 1.02
H 1.12 -0.59 -0.90
H 0.69 1.66 1.39
H -1.13 -0.26 -2.46
H 0.23 1.49 -0.20
H -2.14 0.52 -1.66
H 1.26 -2.02 0.12
H -0.49 0.07 -1.08
H 2.23 -0.42 0.36
H -1.03 1.39 1.11
H -0.82 -0.92 0.81
H 0.07 -0.62 2.09
*
```

- Frontier orbital gap: 10.70 eV

***

Arrangement x

2 unconnected molecules or ions with the total composition C3H11O, computed with wB97M-V/def2-TZVPD.

Geometry as ORCA input:
```
! wB97M-V def2-TZVPD RIJCOSX def2/J DEFGRID3
* xyz 1 1
O 1.36 2.22 0.10
C 0.09 -0.26 1.11
C -0.95 -0.92 -1.12
C -0.72 -1.28 0.33
H 2.12 2.61 -0.40
H 1.12 -0.41 0.71
H 0.59 2.81 -0.08
H -1.28 0.12 -1.23
H -1.71 -1.59 -1.53
H -1.65 -1.51 0.86
H 0.39 -0.50 2.12
H -0.28 -2.26 0.39
H -0.15 0.73 0.75
H 1.23 1.28 -0.19
H -0.15 -1.05 -1.84
*
```

- Frontier orbital gap: 9.74 eV

***

Arrangement y

2 unconnected molecules or ions with the total composition C3H11O, computed with wB97M-V/def2-TZVPD.

Geometry as ORCA input:
```
! wB97M-V def2-TZVPD RIJCOSX def2/J DEFGRID3
* xyz 1 1
O -1.97 1.53 0.05
C 0.75 -0.36 1.30
C 0.29 -0.91 -0.05
C 1.13 -0.39 -1.21
H -1.80 2.02 -0.78
H -1.61 0.60 0.08
H 1.74 -0.72 1.54
H 0.08 -0.70 2.10
H -2.92 1.54 0.29
H -0.77 -0.60 -0.24
H 0.80 -0.78 -2.17
H 0.67 0.73 1.39
H 2.17 -0.64 -1.02
H 0.34 -2.00 -0.04
H 1.07 0.70 -1.24
*
```

- Frontier orbital gap: 10.58 eV

***

Arrangement z

2 unconnected molecules or ions with the total composition C3H11O, computed with wB97M-V/def2-TZVPD.

Geometry as ORCA input:
```
! wB97M-V def2-TZVPD RIJCOSX def2/J DEFGRID3
* xyz 1 1
O 2.69 -1.73 0.85
C -0.01 0.27 0.33
C -1.88 0.87 -1.42
C -1.42 1.10 0.00
H 2.41 -0.78 0.80
H 1.98 -2.34 0.58
H 3.11 -1.96 1.70
H -2.12 -0.23 -1.71
H -1.42 2.24 0.35
H -2.16 0.58 0.62
H 0.81 0.67 -0.26
H -2.82 1.42 -1.36
H 0.13 0.29 1.43
H -1.28 1.22 -2.27
H -0.30 -0.66 -0.11
*
```

- Frontier orbital gap: 9.13 eV

***

Computed energies relative to the best structure, in hartree: arrangement w 0.0194; arrangement x 0.0217; arrangement y 0.0000; arrangement z 0.0288